(1)
{
  "formula": "C48H33ClN8OSn",
  "method": "wB97M-V/def2-TZVPD",
  "total_charge": 2,
  "orbital_gap_ev": 6.808,
  "max_force_ev_per_a": 2.77,
  "relative_energy_kj_mol": 0.00,
  "species": ["Sn", "Cl", "C", "C", "C", "C", "O", "C", "C", "N", "C", "C", "C", "C", "C", "C", "C", "C", "N", "C", "C", "H", "H", "H", "H", "H", "H", "H", "H", "H", "H", "C", "C", "N", "C", "C", "N", "C", "C", "C", "C", "C", "N", "C", "C", "N", "C", "C", "N", "C", "C", "C", "N", "C", "C", "H", "H", "H", "H", "H", "H", "H", "H", "H", "H", "H", "H", "C", "C", "C", "C", "C", "C", "C", "C", "C", "C", "C", "C", "C", "C", "H", "H", "H", "H", "H", "H", "H", "H", "H", "H", "H"],
  "coordinates": [[-0.75507, -0.34038, -0.24018], [-5.49318, -0.25005, 6.10055], [-4.45429, 0.17651, 4.81535], [-4.36452, 1.49112, 4.31435], [-3.49989, 1.82253, 3.27481], [-2.71573, 0.88842, 2.65521], [-1.84330, 1.16233, 1.62943], [-2.86795, -0.45674, 3.03515], [-2.20683, -1.67613, 2.54588], [-1.38222, -1.78123, 1.58634], [-0.82144, -3.05154, 1.45233], [-0.51883, -3.86526, 2.49729], [-0.23132, -5.20695, 2.27139], [-0.26461, -5.75521, 0.98491], [-0.44914, -4.86313, -0.10711], [-0.48759, -5.33696, -1.45029], [-0.56212, -4.41805, -2.48178], [-0.70049, -3.06261, -2.17204], [-0.76195, -2.61125, -0.91422], [-0.67834, -3.50659, 0.12346], [-3.76322, -0.76728, 4.08099], [-4.90462, 2.25219, 4.88517], [-3.46164, 2.85005, 2.93532], [-2.53719, -2.59163, 3.04454], [-0.45242, -3.43667, 3.47332], [-0.04462, -5.81043, 3.13323], [-0.16178, -6.83261, 0.78575], [-0.30179, -6.38299, -1.51549], [-0.52181, -4.75597, -3.50597], [-0.59565, -2.30310, -3.00298], [-3.89228, -1.78026, 4.42254], [-0.81787, 1.41002, -4.83443], [-1.20224, 0.91510, -3.61043], [-0.40702, 0.16689, -2.87504], [0.85659, 0.08001, -3.30173], [1.25297, 0.64488, -4.53608], [0.40066, 1.27388, -5.34633], [1.80559, -0.57872, -2.39800], [2.87628, -1.33593, -2.90476], [3.75493, -1.93326, -2.05351], [3.61295, -1.71583, -0.69397], [2.54650, -0.89088, -0.24278], [1.63644, -0.39646, -1.09616], [2.31075, -0.57942, 1.23037], [3.34976, -0.47410, 2.16174], [3.16742, -0.23784, 3.43746], [1.88075, -0.09635, 3.83921], [0.83046, -0.19716, 2.90053], [1.04549, -0.51410, 1.64226], [4.76439, -2.90830, -2.56107], [5.05404, -4.04881, -1.80545], [5.90151, -5.01190, -2.38474], [6.27475, -4.89491, -3.68226], [6.00135, -3.81458, -4.35846], [5.23834, -2.77900, -3.86297], [-1.58364, 1.93671, -5.43835], [-2.19750, 1.07945, -3.22869], [2.23663, 0.45144, -4.99191], [2.86891, -1.58976, -3.96628], [4.29204, -2.14870, -0.01491], [4.40257, -0.51106, 1.87263], [1.63366, 0.03702, 4.89631], [-0.17826, -0.06475, 3.18965], [4.67155, -4.18411, -0.80253], [6.20490, -5.90352, -1.91091], [6.34151, -3.83140, -5.37247], [5.11268, -1.89065, -4.44410], [-3.08970, 6.09880, -2.36605], [-1.87076, 5.90761, -1.72923], [-1.65994, 4.79339, -0.96273], [-2.67846, 3.86164, -0.78270], [-3.86131, 3.99306, -1.49107], [-4.09720, 5.10833, -2.25792], [-2.55183, 2.68988, 0.03760], [-1.81840, 2.49079, 1.11068], [-0.99299, 3.48896, 1.78941], [0.38170, 3.34866, 1.85697], [1.17498, 4.33868, 2.42995], [0.59925, 5.51498, 2.94129], [-0.79320, 5.68145, 2.87728], [-1.57611, 4.64168, 2.29310], [-3.33112, 7.00201, -2.96086], [-1.13216, 6.67869, -1.86641], [-0.69204, 4.65392, -0.52506], [-4.61711, 3.20640, -1.36290], [-4.98507, 5.23719, -2.81505], [-3.10800, 1.79319, -0.21753], [0.81646, 2.42007, 1.51744], [2.27912, 4.20286, 2.51691], [1.28825, 6.21080, 3.41771], [-1.27359, 6.58768, 3.26146], [-2.65477, 4.78530, 2.17864]],
  "forces_ev_per_a": [[0.1620, 0.1888, 0.0476], [0.0232, 0.0187, 0.1160], [0.2812, 1.0430, -1.8723], [0.0405, -0.2966, 1.3838], [-0.5643, 0.9112, 0.2681], [0.1435, -1.0481, -0.3978], [-0.0492, 0.3532, 0.5733], [-0.2836, -1.0884, 0.6242], [-1.2317, 1.2524, 0.3345], [0.5354, 0.1923, -0.0658], [-0.2311, 0.0478, -1.0769], [0.3021, 0.1551, -0.3632], [0.0425, -1.2293, -1.2774], [-0.0109, 0.6183, 1.0088], [-0.3527, -0.9531, -0.3441], [0.6514, 1.5653, 0.7040], [-0.3034, -1.1641, 0.4459], [0.8349, 1.1148, -0.0915], [0.0452, -0.1512, -0.6132], [0.0652, 0.1634, -0.3307], [0.0981, 0.0350, 0.7251], [0.1085, -0.0129, -0.5944], [0.0071, -0.0689, 0.1436], [0.1622, 0.1844, 0.1389], [-0.1880, -0.0049, 0.6158], [0.1545, -0.4883, 0.2376], [0.0743, 0.6350, 0.2654], [-0.1157, -0.6668, -0.8160], [-0.0189, 0.1533, -0.1023], [-0.5331, -0.8574, 1.1967], [0.1828, -0.3921, -0.2309], [-0.8744, 1.1509, -1.2380], [-0.6974, -0.3570, 0.2096], [1.0120, 0.3885, 0.1572], [-0.0525, 0.2888, -0.8394], [0.2162, -0.8828, -0.3995], [-0.2081, -0.3489, 0.9073], [1.3229, -0.6257, -0.6831], [-1.7072, 0.5766, -0.8781], [1.1085, -1.0350, 0.4520], [-1.7296, 1.8580, 0.3712], [0.7595, -0.8813, 0.3251], [-0.1382, -0.0546, 0.8544], [0.4001, -0.9979, -0.6466], [0.8163, 0.3278, -0.9520], [-1.7886, 0.1247, 1.3209], [0.0777, -0.3192, -1.0018], [1.1705, -0.1839, 1.2117], [0.4790, 0.7743, -1.3088], [-0.8786, 0.1311, -0.0820], [1.1083, -0.3910, -0.4935], [-1.1355, 1.8151, -1.7568], [0.6396, -1.3047, 1.7607], [-0.4400, 0.0957, -0.3439], [0.3963, -0.1462, 0.8305], [0.7042, -0.2747, 0.3362], [-0.2630, 0.0039, -0.0968], [-0.2648, 0.3171, 0.7024], [0.2095, 0.2826, 0.2842], [0.6201, -0.3415, 0.7888], [-0.3328, -0.1386, -0.2766], [0.4069, 0.1626, -0.3691], [-0.8251, 0.1008, 0.4004], [-0.0281, -0.0136, -0.0223], [0.2262, -0.7927, 0.6734], [0.2260, 0.2799, -0.5214], [-0.2908, 0.3738, -0.2234], [-1.3310, -0.3266, -0.2534], [-0.6533, 0.9010, -0.7638], [0.1030, -0.2120, 0.2266], [0.2674, 0.2543, -0.6035], [-0.7822, -0.3540, 0.2423], [1.6141, 0.9777, -0.1137], [-0.0715, -1.2487, 0.1066], [0.0614, -0.0435, 0.5282], [0.1338, 0.3838, 0.4446], [0.5898, 0.0226, 0.5564], [0.5373, 0.0606, 0.1841], [-0.1796, -0.7267, -0.1290], [0.0103, -0.8761, -0.4524], [0.1996, 1.4564, 0.4450], [0.4752, -0.6596, 0.4536], [0.4013, -0.0677, 0.1441], [0.2697, -0.1120, 0.3395], [0.1948, 0.4197, -0.2050], [-0.9294, 0.0259, -0.3359], [-0.4053, 0.1990, -0.3710], [0.2575, -0.0518, -0.2124], [-1.0712, 0.0832, -0.1665], [-0.5001, 0.1688, -0.1438], [0.1915, -0.4416, -0.1665], [0.3395, -0.0054, 0.1404]]
}

---

(2)
{
  "formula": "C48H35IIrN5O4P2Se2",
  "method": "wB97M-V/def2-TZVPD",
  "orbital_gap_ev": 7.161,
  "max_force_ev_per_a": 1.48,
  "relative_energy_kj_mol": 146.88,
  "species": ["Ir", "O", "C", "O", "C", "C", "C", "C", "C", "C", "C", "C", "C", "N", "H", "H", "H", "H", "H", "H", "Se", "P", "C", "C", "C", "C", "C", "C", "C", "C", "C", "C", "C", "C", "C", "C", "N", "N", "N", "P", "Se", "C", "C", "C", "C", "C", "C", "C", "C", "C", "C", "C", "C", "H", "H", "H", "H", "H", "H", "H", "H", "H", "H", "H", "H", "H", "H", "H", "H", "H", "H", "H", "H", "I", "C", "C", "C", "C", "C", "C", "C", "O", "O", "H", "H", "H", "H", "C", "C", "C", "N", "C", "C", "H", "H", "H", "H", "H"],
  "coordinates": [[1.65375, -0.37813, -0.18388], [1.39219, 0.93018, 3.54396], [1.53138, 0.77012, 2.35756], [0.90453, -0.14499, 1.64773], [2.43246, 1.69618, 1.55434], [2.98765, 2.83240, 2.15517], [3.67869, 3.70404, 1.37009], [3.77845, 3.47271, -0.01874], [4.42213, 4.39214, -0.88386], [4.44678, 4.17182, -2.22728], [3.82326, 3.02345, -2.76519], [3.21139, 2.10957, -1.95972], [3.18752, 2.31179, -0.56272], [2.56168, 1.42009, 0.27104], [2.83640, 2.97029, 3.21577], [4.12914, 4.59569, 1.78858], [4.87675, 5.27555, -0.45338], [4.92783, 4.87998, -2.88857], [3.82654, 2.86960, -3.83612], [2.73184, 1.23749, -2.37362], [-4.00962, 3.38956, -2.81249], [-3.57640, 2.45744, -0.98357], [-3.38905, 3.55062, 0.45274], [-2.78854, 3.07458, 1.61762], [-2.67862, 3.89774, 2.72473], [-3.16450, 5.19936, 2.67050], [-3.75419, 5.67528, 1.51019], [-3.86716, 4.85170, 0.39789], [-4.92458, 1.33132, -0.51349], [-5.39805, 0.42587, -1.46149], [-6.48762, -0.37976, -1.17789], [-7.14006, -0.26259, 0.04337], [-6.70351, 0.66961, 0.97172], [-5.59677, 1.46201, 0.69899], [-1.94550, 1.64875, -0.95653], [-1.30148, 0.43444, -0.73452], [0.03120, 0.72273, -0.78777], [0.18668, 2.01198, -1.03203], [-0.97639, 2.57495, -1.14380], [-1.70546, -1.28073, -0.41779], [0.14530, -2.36848, -0.69712], [-2.90657, -1.83287, -1.63475], [-2.85775, -1.28587, -2.91508], [-3.68297, -1.78569, -3.90790], [-4.54550, -2.83772, -3.62901], [-4.58050, -3.39503, -2.35883], [-3.75938, -2.89692, -1.35940], [-2.40183, -1.48540, 1.23548], [-1.53974, -1.77612, 2.29030], [-2.03719, -1.86534, 3.58029], [-3.39129, -1.68117, 3.81766], [-4.25337, -1.40637, 2.76546], [-3.76326, -1.30540, 1.47373], [-2.39478, 2.06434, 1.65891], [-2.20391, 3.52745, 3.62418], [-3.07270, 5.84500, 3.53460], [-4.12108, 6.69246, 1.46491], [-4.31174, 5.21294, -0.52155], [-4.93243, 0.38138, -2.43668], [-6.83962, -1.08416, -1.92016], [-8.00058, -0.88296, 0.26003], [-7.22669, 0.78820, 1.91217], [-5.26593, 2.18360, 1.43296], [-2.18780, -0.46199, -3.13042], [-3.65495, -1.35017, -4.89780], [-5.18915, -3.22744, -4.40716], [-5.24804, -4.21925, -2.14416], [-3.78526, -3.33485, -0.36963], [-0.48417, -1.90746, 2.10372], [-1.36173, -2.07452, 4.39889], [-3.77800, -1.75606, 4.82609], [-5.31099, -1.26747, 2.94540], [-4.44285, -1.10507, 0.65696], [10.41629, -1.64718, -0.37778], [8.34358, -1.41475, -0.38755], [7.67411, -1.32459, -1.60006], [6.29874, -1.16307, -1.60208], [5.60331, -1.09898, -0.40077], [6.28316, -1.19535, 0.80746], [7.65940, -1.35049, 0.81861], [4.13182, -0.92629, -0.40832], [3.49476, -0.72964, -1.49023], [3.47641, -0.98649, 0.67105], [8.22007, -1.37923, -2.53154], [5.75239, -1.08214, -2.53220], [5.72543, -1.14864, 1.73326], [8.19390, -1.42318, 1.75542], [4.00362, -6.03208, -0.01381], [3.78502, -5.43175, -1.24289], [3.13237, -4.20765, -1.27167], [2.70858, -3.57925, -0.17782], [2.92218, -4.16536, 0.99595], [3.56057, -5.38807, 1.13106], [4.51224, -6.98538, 0.05194], [4.11252, -5.89671, -2.16270], [2.94456, -3.70073, -2.21248], [2.57174, -3.61991, 1.86607], [3.70889, -5.81949, 2.11155]],
  "forces_ev_per_a": [[0.1255, 1.3183, 0.6605], [-0.0611, 0.0324, 0.2050], [-0.0533, -0.2690, -0.4159], [-0.0637, 0.3969, 0.1424], [-0.1999, -0.0995, -0.1239], [-0.0060, -0.0746, 0.0494], [0.0007, 0.0240, -0.0429], [0.0226, 0.0421, 0.0144], [0.0010, -0.0077, 0.0004], [-0.0133, -0.0005, 0.0151], [0.0212, -0.0144, 0.0041], [-0.0118, -0.0206, -0.0452], [0.0512, -0.1016, 0.0958], [-0.0509, 0.2422, 0.2303], [-0.0025, 0.0003, -0.0077], [0.0090, 0.0022, 0.0003], [0.0030, 0.0020, -0.0016], [0.0067, -0.0006, 0.0022], [-0.0100, 0.0018, -0.0008], [-0.0138, 0.0117, 0.0060], [0.0104, -0.0252, -0.0246], [0.0632, -0.0008, 0.0011], [-0.0262, 0.0443, -0.0184], [0.0198, -0.0033, -0.0203], [0.0063, 0.0174, 0.0165], [0.0102, -0.0054, 0.0222], [-0.0043, 0.0197, 0.0005], [-0.0179, -0.0315, -0.0109], [0.0471, -0.0443, 0.0286], [-0.0026, -0.0061, -0.0317], [0.0110, -0.0248, -0.0100], [-0.0141, -0.0039, 0.0096], [-0.0053, -0.0162, 0.0218], [0.0665, -0.0510, 0.0367], [0.0412, 0.0266, -0.0473], [0.0829, -0.0952, 0.1254], [-0.0785, -0.3635, -0.2958], [0.0783, -0.1373, -0.0411], [-0.1985, 0.1216, 0.0190], [-0.0497, 0.3653, -0.0274], [0.7360, -0.0701, 0.2458], [0.0429, -0.0139, -0.0065], [-0.0100, 0.0334, 0.0000], [-0.0090, 0.0153, -0.0067], [-0.0192, -0.0074, -0.0076], [-0.0288, 0.0039, -0.0060], [0.0076, -0.0204, 0.0213], [0.0106, 0.0033, -0.0384], [-0.0003, -0.0064, -0.0066], [-0.0128, -0.0021, 0.0055], [0.0062, -0.0052, 0.0193], [-0.0341, 0.0111, -0.0141], [-0.0178, -0.0047, -0.0185], [-0.0020, -0.0069, -0.0031], [-0.0044, -0.0006, 0.0037], [0.0009, 0.0009, 0.0010], [-0.0011, -0.0009, 0.0009], [0.0014, -0.0020, -0.0004], [0.0092, -0.0032, 0.0039], [0.0018, -0.0083, -0.0019], [-0.0039, 0.0060, -0.0020], [0.0046, -0.0051, 0.0017], [0.0056, 0.0010, 0.0002], [0.0070, -0.0044, 0.0000], [0.0008, 0.0006, -0.0023], [-0.0017, -0.0001, 0.0010], [0.0024, -0.0017, -0.0009], [0.0071, -0.0058, -0.0064], [-0.0211, -0.0218, 0.0048], [0.0039, 0.0032, -0.0008], [-0.0018, 0.0047, -0.0007], [-0.0166, 0.0026, -0.0004], [-0.0371, 0.0647, -0.0292], [0.0176, -0.0059, 0.0010], [0.0009, 0.0017, 0.0098], [0.0096, -0.0066, -0.0029], [-0.0156, 0.0362, 0.0015], [-0.0469, 0.0423, -0.0550], [-0.0263, -0.0250, 0.0002], [0.0080, -0.0100, -0.0081], [-0.2474, -0.4140, -0.6973], [-0.1594, -0.1590, 0.2364], [-0.1921, -0.3565, -0.0297], [0.0010, 0.0058, 0.0021], [-0.0040, -0.0051, 0.0015], [-0.0016, 0.0016, 0.0031], [0.0013, 0.0019, -0.0011], [0.0004, -0.0137, 0.0023], [0.0163, 0.0098, -0.0005], [0.0547, -0.0256, 0.0381], [0.1661, -0.3699, -0.2326], [0.0031, 0.0636, 0.0332], [0.0280, -0.0006, 0.0032], [-0.0076, -0.0040, -0.0013], [0.0030, -0.0021, -0.0031], [-0.0112, 0.0052, -0.0136], [-0.0216, -0.0016, 0.0101], [0.0034, 0.0002, 0.0040]]
}

---

| no. | highest occupied orbital energy (eV) |
| --- | --- |
| 1 | -12.788 |
| 2 | -7.662 |